The following is a DFT calculation (ωB97M-V with the def2-TZVPD basis set) of a structure of composition C37H45Br4N4O3SiSn.

As for the HOMO energy: -3.8 eV. Its charge is -1. The frontier orbital gap is 6.19 eV. The value obtained for the LUMO energy is 0.08762 Ha. For the total energy, the calculation gives -345084.005 eV.

Element x y z (Å)
Sn -0.21 -0.73 0.51
C -0.81 2.72 2.42
C 0.71 2.89 2.30
N 1.44 1.63 2.20
C 2.15 1.23 3.41
C 1.26 0.58 4.47
N 0.74 -0.69 4.00
C -0.03 -1.52 4.91
C -1.17 -0.79 5.63
C -2.43 -0.42 4.83
N -2.19 -0.01 3.45
C -3.32 0.72 2.90
C -3.33 0.83 1.37
N -2.07 1.25 0.75
C -1.62 2.61 1.11
H -1.20 3.58 2.98
H -0.99 1.81 3.00
H 1.06 3.43 3.19
H 0.94 3.52 1.43
H 2.10 1.69 1.43
H 2.66 2.09 3.87
H 2.92 0.51 3.11
H 0.43 1.26 4.68
H 1.85 0.47 5.40
H 1.53 -1.24 3.67
H 0.61 -1.95 5.70
H -0.45 -2.35 4.33
H -0.75 0.12 6.08
H -1.49 -1.43 6.46
H -2.89 0.42 5.35
H -3.15 -1.25 4.87
H -2.02 -0.84 2.89
H -3.31 1.73 3.34
H -4.29 0.26 3.18
H -4.15 1.51 1.11
H -3.55 -0.16 0.97
H -2.21 1.20 -0.26
H -2.50 3.26 1.20
H -1.02 2.98 0.27
Br -5.61 -5.62 -0.69
C -4.01 -4.63 -0.85
C -3.09 -4.91 -1.85
Br -3.42 -6.32 -3.08
C -1.91 -4.16 -1.93
Br -0.60 -4.56 -3.24
C -1.61 -3.12 -1.05
O -0.52 -2.42 -1.10
C -2.56 -2.83 -0.01
O -2.30 -1.87 0.83
C -3.73 -3.60 0.06
Br -4.89 -3.19 1.50
C 3.73 -1.64 -4.55
C 2.56 -2.24 -4.10
C 1.64 -1.51 -3.37
C 1.84 -0.15 -3.07
C 3.00 0.44 -3.57
C 3.94 -0.29 -4.29
Si 0.51 0.72 -1.98
C -0.88 1.03 -3.28
C -0.87 0.46 -4.56
C -1.93 0.62 -5.43
C -3.05 1.35 -5.06
C -3.09 1.92 -3.80
C -2.03 1.75 -2.93
C 1.28 2.47 -1.70
C 0.61 3.67 -1.93
C 1.17 4.90 -1.59
C 2.43 4.96 -1.02
C 3.12 3.78 -0.79
C 2.55 2.56 -1.12
H 4.47 -2.21 -5.10
H 2.36 -3.29 -4.32
H 0.73 -1.99 -3.02
H 3.17 1.50 -3.42
H 4.83 0.20 -4.67
H -0.01 -0.12 -4.86
H -1.88 0.18 -6.42
H -3.88 1.46 -5.74
H -3.96 2.49 -3.49
H -2.09 2.20 -1.94
H -0.37 3.65 -2.40
H 0.61 5.81 -1.77
H 2.87 5.92 -0.77
H 4.11 3.82 -0.35
H 3.12 1.65 -0.94
C 4.58 -2.38 -0.52
C 3.13 -2.50 -0.14
C 2.48 -3.83 -0.36
O 2.55 -1.56 0.38
H 5.17 -3.14 -0.01
H 4.95 -1.39 -0.28
H 4.67 -2.55 -1.60
H 3.14 -4.55 -0.84
H 1.59 -3.66 -0.97
H 2.11 -4.22 0.59

---

The following is a DFT calculation (ωB97M-V with the def2-TZVPD basis set) of a cluster of 2 separate species, C3H5NOS in total in a non-equilibrium geometry.

As for the HOMO energy: -8.7 eV. The frontier orbital gap is 8.17 eV. The calculation puts the energy relative to the best compared isomer or geometry (same formula, charge and spin) at 6.472 eV. The value obtained for the LUMO energy is -0.01941 Ha. For the total energy, the calculation gives -17558.796 eV.

Element x y z (Å)
C -0.23 -0.32 -0.12
C 0.94 0.08 -0.90
C 1.29 1.41 -1.06
H 1.74 1.51 0.99
H -0.65 -0.33 1.98
H 1.58 -0.65 -1.38
H 2.11 1.79 -1.86
H 0.90 2.18 -0.39
N -0.02 0.15 1.21
O 0.31 1.42 1.52
S -1.25 -1.50 -0.47

---

The following is a DFT calculation (ωB97M-V with the def2-TZVPD basis set) of an isolated molecule of CH2Cl2O2P2 in a non-equilibrium geometry.

As for the HOMO energy: -10.3 eV. The frontier orbital gap is 8.85 eV. The calculation puts the energy relative to the best compared isomer or geometry (same formula, charge and spin) at 0.635 eV. The value obtained for the LUMO energy is -0.05293 Ha. For the total energy, the calculation gives -48788.317 eV.

Element x y z (Å)
O 1.93 0.16 2.55
P 0.65 -0.39 2.13
C 0.14 0.40 0.39
P -0.51 -0.47 -1.03
O -0.21 -1.85 -1.16
Cl -0.21 0.51 -2.71
Cl -2.55 -0.29 -0.94
H 1.17 0.76 0.09
H -0.41 1.17 0.69

---

The following is a DFT calculation (ωB97M-V with the def2-TZVPD basis set) of a cluster of 7 separate species, C16H50N4O7 in total in a non-equilibrium geometry.

As for the HOMO energy: -9.3 eV. The frontier orbital gap is 9.73 eV. The calculation puts the energy relative to the best compared isomer or geometry (same formula, charge and spin) at 0.028 eV. The value obtained for the LUMO energy is 0.01748 Ha. For the total energy, the calculation gives -37694.288 eV.

Element x y z (Å)
C -1.23 -5.76 -0.56
O -0.81 -4.40 -0.28
C -1.17 -3.55 -1.38
C -0.56 -2.20 -1.07
C -0.94 -1.18 -2.13
N 0.87 -2.26 -0.92
H -2.31 -5.89 -0.67
H -0.92 -6.41 0.29
H -0.62 -6.12 -1.40
H -0.71 -3.97 -2.29
H -2.24 -3.48 -1.53
H -0.99 -1.87 -0.10
H -0.41 -1.39 -3.07
H -0.63 -0.15 -1.88
H -2.02 -1.20 -2.34
H 1.17 -3.07 -0.37
H 1.40 -2.22 -1.79
C -5.95 3.07 1.02
O -4.57 3.12 0.76
C -3.94 1.89 0.92
C -2.43 2.02 0.80
C -1.98 2.53 -0.56
N -1.80 0.70 0.94
H -6.26 4.11 1.00
H -6.21 2.63 2.00
H -6.46 2.53 0.21
H -4.17 1.48 1.92
H -4.30 1.19 0.13
H -2.06 2.64 1.61
H -0.89 2.77 -0.57
H -2.58 3.40 -0.89
H -2.17 1.83 -1.38
H -2.13 0.06 0.21
H -2.05 0.28 1.85
C 2.88 0.05 -7.68
O 1.96 0.13 -6.57
C 2.65 0.36 -5.37
C 1.73 0.37 -4.19
C 0.95 1.64 -4.03
N 2.59 0.17 -2.96
H 3.44 0.98 -7.77
H 2.36 -0.10 -8.62
H 3.61 -0.74 -7.46
H 3.39 -0.41 -5.17
H 3.19 1.31 -5.34
H 1.05 -0.48 -4.19
H 0.43 1.94 -4.95
H 1.66 2.44 -3.75
H 0.25 1.60 -3.18
H 1.99 0.30 -2.15
H 2.91 -0.79 -2.98
C -0.28 -1.30 4.91
O -0.55 -0.01 5.29
C 0.56 0.68 5.80
C 1.58 1.05 4.77
C 2.70 1.82 5.53
N 1.03 1.90 3.68
H 0.20 -1.86 5.72
H 0.39 -1.34 4.04
H -1.27 -1.71 4.67
H 0.29 1.60 6.34
H 1.02 -0.01 6.51
H 2.00 0.20 4.21
H 3.40 2.17 4.76
H 3.14 1.25 6.35
H 2.31 2.71 6.06
H 0.33 1.37 3.14
H 0.46 2.70 3.96
O 2.87 -2.22 2.02
H 3.67 -1.69 2.04
H 2.17 -1.62 1.74
O 2.62 2.11 1.16
H 2.21 1.29 0.89
H 2.14 2.27 1.99
O 0.95 -0.32 1.01
H 1.04 -0.96 0.23
H 0.04 0.02 1.04

---

The following is a DFT calculation (ωB97M-V with the def2-TZVPD basis set) of a structure of composition C9H18F5I2OP2Ru in a non-equilibrium geometry.

The spin multiplicity is 6. As for the HOMO energy (spin up / spin down): -15.3 / -15.3 eV. As for the expectation value of S²: 8.78. Its charge is +2. The frontier orbital gap (spin up / spin down) is 8.84 / 3.99 eV. The value obtained for the LUMO energy (spin up / spin down) is -0.23805 / -0.41650 Ha. For the total energy, the calculation gives -62601.598 eV.

Element x y z (Å)
I 0.07 -1.35 -6.68
I 0.07 1.33 -6.77
Ru 0.07 -0.02 -0.30
P -2.24 -0.01 -0.16
C -3.19 -0.07 -1.72
C -2.92 -1.40 0.82
H -4.01 -1.31 0.93
H -4.01 1.39 0.81
H -2.44 -1.40 1.80
H -2.44 1.55 1.67
H -2.93 -0.99 -2.27
H -2.68 -2.34 0.31
C -2.92 1.47 0.69
H -4.27 -0.07 -1.53
H -2.68 2.36 0.11
H -2.93 0.78 -2.34
P 2.39 -0.02 -0.15
C 3.34 -0.09 -1.71
C 3.07 1.45 0.70
H 2.58 -1.41 1.80
H 4.14 -1.34 0.94
H 2.81 -2.36 0.32
C 3.06 -1.42 0.82
H 2.58 1.53 1.68
H 4.16 1.36 0.83
H 4.42 -0.09 -1.52
H 3.08 0.77 -2.33
H 2.84 2.34 0.12
H 3.08 -1.00 -2.26
C 0.08 -0.10 -2.12
O 0.08 -0.15 -3.29
F -0.06 1.78 2.20
C 0.09 0.41 2.07
F 1.32 0.11 2.55
C -0.74 -0.27 3.19
F -0.21 0.12 4.42
F -2.06 0.11 3.26
F -0.61 -1.65 3.11

---

The following is a DFT calculation (ωB97M-V with the def2-TZVPD basis set) of the ion C2HNO5S with charge -2 in a non-equilibrium geometry.

As for the HOMO energy: -0.2 eV. Its charge is -2. The frontier orbital gap is 6.60 eV. The calculation puts the energy relative to the best compared isomer or geometry (same formula, charge and spin) at 1.124 eV. The value obtained for the LUMO energy is 0.23670 Ha. For the total energy, the calculation gives -24652.344 eV.

Element x y z (Å)
C -1.97 0.01 0.38
C 2.08 0.68 0.73
N -0.18 -1.30 -1.70
O -2.07 -0.06 1.57
O 2.88 1.60 0.49
O -2.65 0.45 -0.53
O 0.90 0.74 -0.08
O 2.07 -0.21 1.60
S -0.05 -0.72 -0.22
H -1.02 -1.20 -2.24

---

The following is a DFT calculation (ωB97M-V with the def2-TZVPD basis set) of a structure of composition C23H44NOP3Tc in a non-equilibrium geometry.

The spin multiplicity is 4. As for the HOMO energy (spin up / spin down): -20.8 / -20.8 eV. As for the expectation value of S²: 3.83. Its charge is +4. The frontier orbital gap (spin up / spin down) is 5.98 / 5.74 eV. The calculation puts the energy relative to the best compared isomer or geometry (same formula, charge and spin) at 0.055 eV. The value obtained for the LUMO energy (spin up / spin down) is -0.54315 / -0.55253 Ha. For the total energy, the calculation gives -58123.812 eV.

Element x y z (Å)
Tc -0.40 -0.21 0.10
P 0.23 1.01 -1.69
P -1.92 -1.54 -1.46
P 0.62 0.71 2.01
H 0.65 -2.70 -0.64
C 0.67 -2.06 0.25
C -0.42 -2.14 1.19
H -1.22 -2.85 0.99
C 1.36 0.22 -2.91
C -1.05 1.62 -2.85
C 0.95 2.62 -1.20
C -2.69 -3.13 -0.93
C -3.45 -0.72 -2.08
C -1.16 -2.10 -3.04
C 0.41 -0.14 3.63
C 0.08 2.40 2.49
C 2.43 1.04 2.00
H 1.69 -1.96 0.66
H -0.17 -2.11 2.25
H 2.04 1.01 -3.25
H 0.76 -0.15 -3.76
H 1.95 -0.61 -2.48
H -0.62 2.43 -3.45
H -1.93 2.00 -2.32
H -1.38 0.82 -3.52
H 1.17 3.19 -2.11
H 1.86 2.50 -0.60
H 0.23 3.20 -0.58
H -3.19 -3.62 -1.78
H -3.44 -2.95 -0.15
H -1.95 -3.83 -0.53
H -3.89 -1.32 -2.88
H -3.24 0.28 -2.46
H -4.18 -0.62 -1.27
H -1.78 -2.90 -3.46
H -0.15 -2.49 -2.87
H -1.09 -1.29 -3.78
H 0.96 0.36 4.45
H 0.76 -1.18 3.59
H -0.65 -0.14 3.91
H 0.70 2.78 3.33
H -0.96 2.41 2.82
H 0.19 3.10 1.65
H 2.79 1.16 3.03
H 2.67 1.96 1.45
H 2.99 0.21 1.55
C 4.58 -0.86 -0.57
C 5.44 -0.66 -1.68
C 6.76 -1.09 -1.58
C 7.24 -1.61 -0.37
C 6.45 -1.54 0.78
C 5.11 -1.14 0.70
O 3.21 -0.97 -0.77
H 2.69 -0.11 -0.62
H 5.06 -0.23 -2.60
H 7.41 -1.03 -2.46
H 8.22 -2.08 -0.30
H 6.85 -1.81 1.75
H 4.49 -1.09 1.60
C -6.10 2.13 2.30
C -4.78 1.63 1.80
C -4.46 0.28 1.94
C -3.23 -0.19 1.48
N -2.33 0.60 0.86
C -2.64 1.91 0.73
C -3.85 2.43 1.18
H -6.91 1.90 1.59
H -6.35 1.67 3.25
H -6.05 3.22 2.42
H -5.15 -0.43 2.39
H -2.95 -1.24 1.58
H -1.89 2.54 0.26
H -4.04 3.49 1.03

---

The following is a DFT calculation (ωB97M-V with the def2-TZVPD basis set) of a structure of composition C43H51F6N2O6S2SbTeTi in a non-equilibrium geometry.

As for the HOMO energy: -6.4 eV. The frontier orbital gap is 4.77 eV. The calculation puts the energy relative to the best compared isomer or geometry (same formula, charge and spin) at 4.477 eV. The value obtained for the LUMO energy is -0.06127 Ha. For the total energy, the calculation gives -135601.937 eV.

Element x y z (Å)
Ti -0.06 -0.20 1.17
F -4.26 0.34 2.86
C -3.52 1.31 2.27
F -4.07 1.48 1.03
F -3.82 2.47 2.94
S -1.45 1.33 2.40
O -1.40 1.05 0.86
O 0.21 1.27 2.47
N -1.64 -0.19 3.04
S -0.45 -0.97 3.64
O -0.85 -2.15 4.32
O 0.66 -1.20 2.69
C 0.33 0.13 4.98
F 1.57 0.51 4.69
F 0.38 -0.51 6.15
F -0.40 1.24 5.17
C 3.61 -5.62 0.32
C 2.95 -4.29 0.16
C 3.67 -3.18 -0.25
C 3.06 -1.93 -0.32
C 3.90 -0.80 -0.82
O 4.45 0.02 -0.11
C 4.04 -0.78 -2.30
C 5.18 -0.24 -2.88
C 5.30 -0.17 -4.26
C 4.26 -0.62 -5.07
C 3.11 -1.14 -4.49
C 3.00 -1.24 -3.12
C 1.71 -1.75 0.01
O 1.17 -0.51 -0.03
C 0.93 -2.91 0.33
C 1.60 -4.15 0.43
C -0.49 -2.85 0.52
N -1.08 -1.67 0.62
C -2.50 -1.53 0.40
C -2.69 -0.80 -0.92
Te -2.79 -2.18 -2.56
C -4.94 -2.13 -2.31
C -5.59 -3.14 -1.62
C -6.94 -2.99 -1.31
C -7.62 -1.85 -1.69
C -6.97 -0.86 -2.39
C -5.63 -1.00 -2.70
C -1.27 -4.10 0.66
C -1.99 -4.32 1.84
C -2.72 -5.48 2.00
C -2.76 -6.43 0.99
C -2.07 -6.21 -0.19
C -1.32 -5.06 -0.36
H 4.65 -5.58 0.00
H 3.09 -6.38 -0.25
H 3.59 -5.92 1.37
H 4.72 -3.25 -0.49
H 5.97 0.11 -2.24
H 6.19 0.23 -4.71
H 4.35 -0.55 -6.14
H 2.30 -1.47 -5.12
H 2.10 -1.63 -2.67
H 1.03 -5.00 0.76
H -2.93 -0.94 1.22
H -3.01 -2.50 0.38
H -1.85 -0.13 -1.09
H -3.61 -0.22 -0.92
H -5.06 -4.03 -1.31
H -7.44 -3.77 -0.75
H -8.67 -1.75 -1.44
H -7.50 0.04 -2.68
H -5.12 -0.21 -3.24
H -1.93 -3.58 2.64
H -3.26 -5.65 2.92
H -3.33 -7.33 1.12
H -2.10 -6.94 -0.99
H -0.77 -4.88 -1.28
C 2.75 2.00 -1.85
C 1.58 2.95 -1.89
C 2.00 4.35 -2.25
C 0.47 2.39 -2.75
Sb 0.74 2.76 0.42
C 2.51 3.34 1.81
C 3.44 4.33 1.14
C 1.93 3.94 3.09
C 3.22 2.02 2.07
C -0.89 4.41 0.59
C -1.27 4.66 2.03
C -0.36 5.68 -0.04
C -2.07 3.88 -0.22
H 3.14 1.83 -2.85
H 2.42 1.04 -1.44
H 3.56 2.39 -1.23
H 2.72 4.32 -3.07
H 2.48 4.84 -1.41
H 1.16 4.96 -2.57
H 0.84 2.19 -3.76
H -0.37 3.08 -2.83
H 0.12 1.44 -2.32
H 2.93 5.25 0.88
H 3.89 3.92 0.25
H 4.25 4.58 1.83
H 1.59 4.95 2.91
H 2.70 3.97 3.86
H 1.12 3.32 3.47
H 3.67 1.63 1.16
H 2.52 1.28 2.46
H 4.00 2.15 2.82
H -0.51 5.26 2.53
H -1.44 3.74 2.59
H -2.21 5.22 2.06
H 0.60 5.97 0.39
H -1.06 6.49 0.15
H -0.23 5.58 -1.11
H -2.47 2.97 0.23
H -1.78 3.65 -1.24
H -2.87 4.62 -0.24